Record 1
C21H48FNO7PSi2 | ωB97M-V/def2-TZVPD

Properties
**Orbital gap**: 0.184 Ha
**E_HOMO**: -0.130 hartree
**Net charge**: -1
**LUMO energy**: 1.49 eV
**Electronic energy**: -66144.15341 eV

Geometry as XYZ:
```
81
C21H48FNO7PSi2, DFT ωB97M-V/def2-TZVPD
H 1.17013 3.12265 -2.86205
P 3.23037 -0.46071 2.09203
H -2.91591 -0.23476 -0.95758
H 2.25301 0.48699 -3.12542
H 1.11802 1.42739 3.89953
C -4.82172 -0.48707 1.23970
H -1.21061 2.11313 1.41946
H 4.84111 -2.37411 0.24281
C -2.91601 -1.26512 -1.32076
O 4.37166 -0.83724 -1.08748
H -0.84576 -1.65996 -1.82528
Si 1.12537 1.61764 -0.93009
C 6.61439 -1.16092 -0.10968
H -4.91155 -3.80525 3.45360
H -0.77032 0.15357 -0.75675
Si 3.51962 0.14174 -0.06856
C -4.29974 -2.99134 3.85708
C -5.36294 -2.02155 -0.84615
H 6.60482 -0.98174 0.96693
H 2.05082 1.67965 -4.37856
H -6.25319 -2.31527 -1.40528
H -6.02019 -0.03985 -0.46738
C -0.62047 1.08239 -1.30580
H 6.75395 -0.22546 -0.65525
H 7.78634 -2.96210 0.22742
H 1.17291 3.12141 4.35891
H 7.80449 -2.40318 -1.44189
C -1.60909 -0.33251 -3.33516
H 5.50914 -2.48348 -1.37656
H -3.24665 -3.23724 3.66125
H -2.57868 -0.12927 -3.79795
C -1.79559 -1.47660 -2.34331
H -4.19653 -2.45486 -2.54526
H -2.73334 -1.92265 -0.46415
C 7.81110 -2.07010 -0.40191
H -0.13941 1.23139 -3.42483
H -6.74524 -1.22376 0.59194
C -5.79686 -0.93281 0.13379
N 3.97511 1.63369 -3.51113
H -4.09441 0.23512 0.85974
H 0.44554 1.93755 5.47576
C -4.09522 -1.60690 1.97254
H -0.32815 4.03253 -0.28039
H -2.00719 -2.39405 -2.89846
H -1.26489 1.81998 -0.81949
O -4.65320 -1.76346 3.27116
O 4.71977 -0.74952 2.73487
C -4.31146 -1.59724 -1.87163
H 1.79980 -2.03557 1.79379
H -5.38849 0.04579 2.00853
H -3.02510 -1.37041 2.08299
H 2.72985 3.18597 -2.03885
H 1.28034 2.14872 1.51372
H -4.69244 -0.77693 -2.49277
C 1.93189 2.51661 -2.36509
H 4.38625 0.70733 -3.54102
H -2.04093 3.64982 1.27521
H -1.71275 1.80108 -3.01087
H -4.15763 -2.55723 1.43463
F -6.92930 -4.37994 -1.00453
C -1.08969 3.19192 1.55372
H -0.97177 -0.68755 -4.15027
C 2.50855 1.51737 -3.39970
O -0.79573 3.47191 2.93006
O -1.69949 1.69510 3.93763
H 2.15304 3.31066 0.49011
H -5.06136 -2.94881 -0.36115
H 4.08641 1.51658 -0.08361
C -1.00474 0.99633 -2.80090
H 4.34022 2.03719 -2.65568
O 1.98129 0.19968 -0.60834
H 0.39719 4.63322 1.18653
C -0.75373 2.40113 3.77017
C 5.29882 -1.78800 -0.55939
C 1.22951 2.73305 0.59025
O 2.74117 -2.01773 2.01453
H 5.18001 0.09750 2.79427
H 8.75506 -1.55928 -0.21298
C 0.57612 2.21391 4.43254
H -4.43566 -2.90413 4.93420
C 0.05002 3.71806 0.69796
```


Record 2
C4H14O2Si2 | ωB97M-V/def2-TZVPD

Properties
**Orbital gap**: 0.343 Ha
**ΔE to the lowest compared entry with this formula, charge and spin**: 265.7 kJ/mol
**E_HOMO**: -0.352 hartree
**LUMO energy**: -0.25 eV
**Electronic energy**: -24226.37304 eV
**SMILES string**: C[Si](C)(C)O.C[SiH]=O

Geometry as XYZ:
```
22
C4H14O2Si2, DFT ωB97M-V/def2-TZVPD
C -1.18322 -1.44794 0.49467
Si 0.86531 0.33711 3.13472
H -0.55799 -2.26914 0.72948
H -0.44994 1.38079 -0.18015
C -2.21851 -0.94429 -2.35845
H -1.83616 -1.55519 -3.17770
H 0.54893 -2.29439 -2.43555
O 0.14019 1.01473 2.02703
H -2.57262 0.05184 -2.66276
H -0.70484 -0.04250 4.90744
H 0.81832 -0.72881 -3.11541
O -0.88077 0.98375 -0.98246
H 0.98451 -0.10030 5.54412
C 0.75841 -1.22118 -2.18734
H -2.22145 -1.67384 0.56802
H 1.72870 -1.34509 -1.61105
H 2.10724 -0.51223 3.20927
H -1.00166 -0.82933 1.21726
H -3.14041 -1.50478 -1.89657
Si -0.83572 -0.66108 -1.15024
H 0.11860 1.48035 5.19662
C 0.23529 0.43046 4.87219
```


Record 3
C22H43BN3O11P2 | ωB97M-V/def2-TZVPD

Properties
**Orbital gap**: 0.321 Ha
**E_HOMO**: -0.427 hartree
**Net charge**: +1
**LUMO energy**: -2.88 eV
**Electronic energy**: -69755.73641 eV

Geometry as XYZ:
```
82
C22H43BN3O11P2, DFT ωB97M-V/def2-TZVPD
C -6.50212 -0.82560 1.83524
H -7.65567 -2.64247 6.55167
O -5.14715 -0.44640 3.99596
N -1.91268 0.36294 -0.87734
H -3.90543 -0.47842 6.33416
C 5.99245 -0.80281 -5.24546
H 1.64657 0.22224 -1.34308
H -2.33692 3.16259 -1.18304
H 4.88134 -1.09629 -3.40500
C -8.51064 -3.51111 4.76487
O -7.09918 -1.33619 3.02906
H -5.10090 1.39636 4.97124
H -1.61669 1.78072 0.65259
C -3.43064 0.15883 5.58871
N -2.36817 -1.10060 -2.36971
C 1.93120 1.17608 -0.85818
C -0.38854 2.25055 -1.00661
H 6.29211 0.24058 -5.14690
H -5.96482 3.32038 -0.88824
H -6.19336 0.21320 1.95527
H -2.65544 -0.44243 5.10883
O -5.26557 2.89224 -1.40756
H 7.93328 2.65020 -1.97810
H 8.17096 -2.79313 -0.00066
C 0.48940 4.15141 -2.77274
H -4.62230 -1.87675 2.16585
H 1.87460 1.02965 0.22784
H -7.27534 -0.83314 1.06293
H 5.66236 -2.53432 -4.02687
H -4.40913 -0.80942 -2.20611
B -5.18278 1.57786 -1.04166
H -2.95491 0.99814 6.09827
H 10.07285 1.02024 -0.49808
H 5.07991 -0.84990 -5.84258
H -0.29905 -0.72620 -1.91208
H 8.95177 -4.05928 -2.03184
C -7.33095 -3.19097 5.66310
H -8.17803 -3.99202 3.84478
N -3.47990 -0.56438 -1.88211
C 7.94628 -2.45278 -1.01370
O 8.37682 0.70394 -2.53576
H 6.95634 -2.83447 -1.25676
H 6.79113 -1.30920 -5.78979
O 7.95390 -1.01376 -0.97811
C -0.99861 1.20194 -0.04658
C -0.85327 4.16575 -2.40189
C -1.29076 3.20077 -1.50216
P 7.03576 -0.04902 -1.95700
C 9.28846 1.77586 -0.53542
H 9.56250 2.35112 -2.58265
C -3.23304 0.37732 -0.93289
O -4.05900 1.14953 -0.22892
O -6.57061 -0.18508 5.86926
H 10.00548 -2.70427 -1.58618
H 0.82840 4.90548 -3.48548
H -9.04722 -2.60107 4.48023
H 8.93261 -2.55185 -2.95228
O 6.93116 -1.26722 -3.06698
C 5.78703 -1.45603 -3.89356
H -9.21247 -4.17154 5.27521
H 9.68676 2.71819 -0.15671
H -4.86648 -1.28860 0.51863
O 5.95057 0.79676 -2.56536
H 2.42415 3.21641 -2.61375
C -5.36795 -1.71685 1.38896
H 2.96201 1.37452 -1.17915
P -6.63284 -0.89797 4.55809
H -1.58782 4.87062 -2.79008
C 8.77095 1.94626 -1.95157
C 1.38420 3.21562 -2.28264
H -6.86590 -4.11788 5.99891
H -5.73795 -2.70911 1.12377
C 0.95684 2.23284 -1.37699
O -6.13912 0.62929 -1.39488
H 8.49074 1.44934 0.13876
C -1.35585 -0.54637 -1.76558
O -6.31642 -2.44766 4.97983
H -0.23627 0.59499 0.44567
C -4.42604 0.64845 4.55696
H -6.54088 0.94231 -2.22064
H -3.88876 1.13363 3.73490
C 9.01268 -2.97262 -1.95217
```


Record 4
C24H43B2ClN11O6P2 | ωB97M-V/def2-TZVPD

Properties
**Orbital gap**: 0.220 Ha
**E_HOMO**: -0.150 hartree
**Net charge**: -1
**LUMO energy**: 1.91 eV
**Electronic energy**: -86719.82403 eV

Geometry as XYZ:
```
89
C24H43B2ClN11O6P2, DFT ωB97M-V/def2-TZVPD
H -3.06451 6.02119 0.88078
O 1.11015 2.19393 -0.24019
C -2.76929 2.46110 -3.43280
H -0.32130 -1.98122 4.19176
N 1.67750 0.36303 3.60961
C 0.71843 -2.03677 3.87816
H -3.96492 -2.71508 4.37715
H 6.07927 3.40874 -1.85328
C 0.41474 -6.56945 -1.55223
O 5.71177 3.00639 2.80162
H -4.74922 -3.40208 2.94802
H -2.96067 6.17493 -7.45658
H 1.26961 -2.61806 4.61566
H 3.79983 -0.08242 0.50061
H 3.08885 3.67120 0.33811
H -3.09351 -0.06873 2.15046
H -2.55055 -4.12969 -6.45940
C -2.01544 -0.95227 -3.79000
H 6.26831 3.72115 2.44235
C -1.43328 2.98942 -3.24399
H -0.45488 -7.31666 4.75839
N -0.58765 -7.23381 0.75137
Cl 7.86075 1.90774 1.15626
O 2.70513 1.55022 -2.09793
H -3.08646 1.86401 -2.58551
H 0.33924 -7.39737 -2.25384
B 4.70866 2.02649 0.25124
N 2.02561 -5.39551 5.05456
H 3.23762 2.36433 -2.03853
P 2.15897 1.08665 -0.68729
N -3.62235 3.37665 -0.74235
H -1.11702 2.88085 6.58681
H 1.46398 -6.30099 -1.45303
N -1.64859 -3.75660 2.51499
H 4.58164 4.24120 0.95129
H -1.36028 0.09999 2.46382
H -4.18387 -4.46115 4.24232
H 4.35869 4.10197 -0.74699
C -3.52479 4.53900 -6.27309
H -3.56701 6.59250 -5.85120
H -2.82664 1.84837 -4.32777
C 4.15866 3.59353 0.19411
H 0.49299 2.34725 6.12123
H 3.03018 1.13379 1.43460
H -0.88283 -5.81785 3.92826
N -0.39818 3.45839 -3.09096
C -2.67085 -3.66764 3.02764
O 6.54041 2.56763 -1.69899
B 5.69484 1.65483 -1.10626
N -1.35025 -0.22198 6.03766
H -1.95242 5.90028 -6.03204
O 1.43899 -0.15666 -0.85427
P 5.84986 1.66533 1.82319
H -1.03659 -1.50148 -2.00860
H -1.71641 4.93444 1.18672
C -0.14388 -6.94069 -0.26408
C -2.55662 -4.54219 -5.45322
C -1.21883 -4.51667 -4.88982
C 3.46614 0.93959 0.46609
C -2.22110 0.55922 1.98173
H -0.25962 -0.20148 -2.88585
C -2.44901 1.88861 2.51506
C -1.00026 0.86865 5.98361
O 5.71150 0.39312 -1.70034
H -3.23176 -3.94387 -4.84470
N -0.17072 -4.46861 -4.42901
C 1.27579 -0.70395 3.73017
C -2.97205 5.87441 -6.41130
H -1.75488 5.89487 -0.29289
N -3.02896 -0.76791 -4.29929
H -2.93192 -5.56248 -5.49697
H 0.11322 -7.01014 3.11997
C -0.08998 -6.54541 4.08169
C -3.96188 -3.55449 3.68388
H -3.47434 3.27723 -3.54763
N -3.93736 3.47523 -6.16669
H -0.10849 -5.71531 -1.97610
H -2.02941 0.61243 0.91161
C -2.36573 5.33233 0.41042
N -2.62504 2.94156 2.92971
H -0.73291 2.64132 4.88989
H 1.21614 2.98662 -0.80201
H -0.13838 -1.85485 -3.47614
H 6.34879 -0.21753 -1.29665
H 0.75296 -2.56960 2.93128
C 1.09308 -5.90616 4.62522
C -0.80719 -1.13601 -3.00692
C -3.07604 4.25869 -0.25431
C -0.56621 2.25040 5.89199
```


Record 5
C34H32N4O4RuS4 | ωB97M-V/def2-TZVPD

Properties
**Orbital gap**: 0.229 Ha
**ΔE to the lowest compared entry with this formula, charge and spin**: 28.4 kJ/mol
**E_HOMO**: -0.517 hartree
**Net charge**: +2
**LUMO energy**: -7.83 eV
**Electronic energy**: -95837.68371 eV

Geometry as XYZ:
```
79
C34H32N4O4RuS4, DFT ωB97M-V/def2-TZVPD
C 1.54565 0.74552 0.87319
H -1.80172 1.33300 6.01915
C -1.73969 -1.29510 1.97919
C -1.77276 -5.04422 2.69735
C -0.17309 -6.87722 5.60252
Ru 0.02353 -1.29999 -0.40927
C -0.49955 -2.42213 -3.22428
C -1.49683 -2.77494 1.80795
C -5.53677 0.85961 5.14993
C -2.41243 -3.02578 4.02239
C -2.84987 1.18821 5.77943
H 1.84849 -6.71041 6.29016
H 2.56095 1.12295 0.98413
H -0.70438 -1.79163 4.51002
S -1.82675 -0.33106 0.51637
C -1.06510 -2.18207 -4.47644
C -4.57185 0.69414 4.16975
C -1.51818 -0.46272 -2.83187
C 1.47652 -5.44684 4.59601
C -0.16731 -4.21183 -5.30296
N -1.94251 -0.80941 3.15105
H -2.25934 -1.23194 5.16905
H -1.21690 1.06405 3.71376
H -1.51274 -5.32924 1.68203
C 0.54405 -5.02274 3.66336
H 7.85875 -2.76408 1.54771
C 6.19273 -0.54576 0.46054
H 0.72522 -3.76211 -2.05059
H 2.48616 -5.05873 4.56666
O 1.22678 0.09926 3.18240
H 7.13023 -0.00386 0.45751
C 3.78685 -1.95098 0.46576
H -1.85051 0.40476 -2.28073
C 0.25000 -3.57567 -3.00441
C -3.81810 1.35947 6.75922
H -1.34384 -2.87623 -6.50402
H 0.98711 -5.36003 -3.90107
H -5.91296 1.32826 7.20917
H -6.58402 0.74718 4.90279
H 2.85416 -2.49911 0.45845
H -0.02207 -4.92507 -6.10257
O 2.14327 -1.43434 -2.12523
H -3.52532 1.63307 7.76418
C -1.11323 -6.44576 4.67599
S 2.67337 -0.31883 -1.38674
H -0.45258 -7.60309 6.35435
C -1.77641 -1.69958 4.31662
C -3.22459 0.85032 4.48348
N -0.77855 -1.40761 -2.29850
C 3.96530 -0.82586 -0.33695
O 2.97146 0.93629 -1.98308
C -0.90472 -3.07288 -5.53529
H -2.15208 -3.73357 4.80701
S -0.83463 -3.36142 0.33390
O 0.66003 -1.33486 1.57748
H -3.50062 -2.95558 3.95337
S -1.92998 -0.67863 -4.45349
C 7.18828 -2.13346 2.13544
C -0.75579 -5.52299 3.70260
N 1.35190 -0.03299 -0.35084
H -2.76237 -5.44518 2.91871
C 0.40470 -4.46064 -4.04697
H 4.71081 -3.22214 1.90971
H -2.49406 1.10150 2.48603
C 6.04724 -1.66478 1.27998
C 1.14652 -0.18536 2.01604
C 4.83155 -2.35341 1.27420
C 1.11849 -6.37627 5.56521
H 5.26550 0.75838 -0.98267
N -1.88267 -3.56702 2.75767
C -2.18208 0.64894 3.42089
H 0.82896 -4.30356 2.90093
H -4.87018 0.45895 3.15259
H 6.83828 -2.72039 2.98296
H 7.77362 -1.29459 2.50848
C -5.15883 1.19034 6.44601
C 5.15747 -0.11258 -0.34957
H 0.85854 1.59291 0.84561
H -2.12324 -6.83925 4.70678
```


Record 6
C5H8O2 | ωB97M-V/def2-TZVPD

Properties
**Orbital gap**: 0.383 Ha
**ΔE to the lowest compared entry with this formula, charge and spin**: 115.6 kJ/mol
**E_HOMO**: -0.348 hartree
**LUMO energy**: 0.97 eV
**Electronic energy**: -9408.63394 eV
**SMILES string**: C1O[C@H]2CO[C@@H]1C2

Geometry as XYZ:
```
15
C5H8O2, DFT ωB97M-V/def2-TZVPD
H -1.38376 0.63730 -1.68527
O -0.88429 -1.04274 -0.59817
H -0.92284 -0.17733 1.81181
H 0.47872 -2.03999 0.59514
H 2.38980 -0.41524 -0.13781
H -0.50443 2.09399 0.37722
H 0.80750 0.31582 1.85973
C 1.39155 -0.36587 -0.62008
O 0.92199 0.99708 -0.62756
C -0.02821 0.04404 1.22593
H 1.41274 -0.77437 -1.63201
C 0.30305 -1.04335 0.21377
H -2.35694 0.41383 -0.26685
C -0.28426 1.05660 0.14700
C -1.34063 0.30024 -0.66286
```


- The highest orbital gap belongs to which entry?
  C5H8O2